Here is 3 unconnected molecules or ions with the total composition C37H67N3O11P in a non-equilibrium geometry from OMol25. Energies are from ωB97M-V/def2-TZVPD.

Its electronic energy is -2783.04307 hartree. The value obtained for the maximum force is 2.01 eV Å⁻¹. The value obtained for the HOMO-LUMO gap is 6.0 eV. Its net charge is +1.

Last columns: bonded neighbours and bond lengths (Å).
CARTESIAN COORDINATES (ANGSTROEM)
1 C -0.760 -0.149 -6.194  C2 1.526, H35 1.085, H36 1.087, H37 1.090
2 C -1.176 1.052 -5.350  C1 1.526, C3 1.529, H38 1.088, H39 1.088
3 C -1.679 0.727 -3.942  C2 1.529, C4 1.536, H40 1.088, H41 1.086
4 C -0.820 -0.282 -3.167  C3 1.536, C5 1.533, O6 1.451, H42 1.084
5 C -1.346 -1.710 -3.357  C4 1.533, H43 1.090, H44 1.080, H45 1.083
6 O -0.844 0.152 -1.783  C4 1.451, C7 1.318
7 C 0.238 0.104 -1.031  O6 1.318, O8 1.179, C9 1.521
8 O 0.430 0.899 -0.182  C7 1.179
9 C 1.302 -0.965 -1.226  C7 1.521, C10 1.418, C30 1.408
10 C 2.595 -0.514 -1.593  C9 1.418, C11 1.510, C15 1.401
11 C 2.996 0.937 -1.712  C10 1.510, C12 1.558, H46 1.082, H47 1.083
12 C 2.687 1.701 -3.034  C11 1.558, C13 1.536, C14 1.529, H48 1.086
13 C 1.438 2.586 -2.912  C12 1.536, H49 1.085, H50 1.087, H51 1.083
14 C 2.687 0.826 -4.289  C12 1.529, H52 1.089, H53 1.086, H54 1.086
15 C 3.569 -1.497 -1.810  C10 1.401, C16 1.481, N22 1.350
16 C 4.967 -1.236 -2.221  C15 1.481, C17 1.394, C21 1.387
17 C 5.925 -0.817 -1.298  C16 1.394, C18 1.381, H55 1.079
18 C 7.196 -0.586 -1.788  C17 1.381, C19 1.389, H56 1.077
19 C 7.448 -0.776 -3.141  C18 1.389, N20 1.332, H57 1.081
20 N 6.557 -1.203 -4.033  C19 1.332, C21 1.333
21 C 5.337 -1.425 -3.544  C16 1.387, N20 1.333, H58 1.084
22 N 3.256 -2.800 -1.642  C15 1.350, C23 1.340, H59 1.014
23 C 2.075 -3.265 -1.214  N22 1.340, C24 1.495, C30 1.413
24 C 1.986 -4.746 -1.028  C23 1.495, C25 1.559, H60 1.091, H61 1.077
25 C 3.289 -5.442 -0.534  C24 1.559, C26 1.525, H62 1.090, H63 1.083
26 C 3.029 -6.217 0.753  C25 1.525, C27 1.540, H64 1.087, H65 1.086
27 C 2.251 -7.526 0.517  C26 1.540, C28 1.518, H66 1.091, H67 1.090
28 C 2.996 -8.730 1.065  C27 1.518, N29 1.486, H68 1.089, H69 1.086
29 N 4.323 -8.852 0.408  C28 1.486, H70 1.012, H71 1.013
30 C 1.046 -2.327 -0.976  C9 1.408, C23 1.413, P31 1.824
31 P -0.518 -2.933 -0.259  C30 1.824, O32 1.455, O33 1.583, O34 1.600
32 O -1.497 -1.880 -0.033  P31 1.455
33 O -1.030 -4.141 -1.145  P31 1.583, H72 0.967
34 O -0.087 -3.660 1.100  P31 1.600, H73 0.969
35 H -0.331 0.164 -7.140  C1 1.085
36 H -1.596 -0.811 -6.406  C1 1.087
37 H -0.011 -0.761 -5.692  C1 1.090
38 H -0.363 1.774 -5.342  C2 1.088
39 H -1.997 1.538 -5.872  C2 1.088
40 H -1.676 1.643 -3.354  C3 1.088
41 H -2.707 0.380 -4.002  C3 1.086
42 H 0.182 -0.229 -3.578  C4 1.084
43 H -0.528 -2.394 -3.584  C5 1.090
44 H -1.930 -2.043 -2.512  C5 1.080
45 H -1.993 -1.729 -4.226  C5 1.083
46 H 4.056 1.038 -1.523  C11 1.082
47 H 2.512 1.460 -0.896  C11 1.083
48 H 3.515 2.393 -3.158  C12 1.086
49 H 1.243 2.872 -1.884  C13 1.085
50 H 1.588 3.510 -3.463  C13 1.087
51 H 0.542 2.123 -3.308  C13 1.083
52 H 2.181 1.374 -5.082  C14 1.089
53 H 2.152 -0.113 -4.179  C14 1.086
54 H 3.701 0.668 -4.643  C14 1.086
55 H 5.677 -0.674 -0.258  C17 1.079
56 H 7.990 -0.262 -1.138  C18 1.077
57 H 8.440 -0.567 -3.516  C19 1.081
58 H 4.589 -1.775 -4.246  C21 1.084
59 H 3.990 -3.476 -1.825  N22 1.014
60 H 1.700 -5.160 -1.997  C24 1.091
61 H 1.198 -5.007 -0.342  C24 1.077
62 H 4.035 -4.683 -0.299  C25 1.090
63 H 3.657 -6.116 -1.298  C25 1.083
64 H 2.461 -5.603 1.446  C26 1.087
65 H 3.992 -6.471 1.185  C26 1.086
66 H 1.293 -7.472 1.036  C27 1.091
67 H 2.030 -7.694 -0.537  C27 1.090
68 H 2.408 -9.628 0.885  C28 1.089
69 H 3.117 -8.619 2.139  C28 1.086
70 H 4.306 -9.677 -0.178  N29 1.012
71 H 5.000 -9.083 1.125  N29 1.013
72 H -1.067 -4.955 -0.623  O33 0.967
73 H -0.159 -3.003 1.808  O34 0.969
74 C -2.442 7.548 3.445  O75 1.412, H83 1.095, H84 1.090, H85 1.095
75 O -2.631 6.722 2.315  C74 1.412, C76 1.417
76 C -2.417 7.366 1.071  O75 1.417, C77 1.513, H86 1.095, H87 1.098
77 C -1.620 6.508 0.112  C76 1.513, O78 1.420, H88 1.093, H89 1.091
78 O -0.255 6.315 0.454  C77 1.420, C79 1.417
79 C 0.070 5.506 1.571  O78 1.417, C80 1.513, H90 1.091, H91 1.094
80 C -0.202 4.027 1.406  C79 1.513, O81 1.416, H92 1.099, H93 1.096
81 O -1.589 3.738 1.393  C80 1.416, C82 1.412
82 C -1.977 2.793 0.418  O81 1.412, H94 1.095, H95 1.091, H96 1.092
83 H -3.325 8.168 3.633  C74 1.095
84 H -2.280 6.898 4.304  C74 1.090
85 H -1.565 8.193 3.329  C74 1.095
86 H -1.908 8.326 1.208  C76 1.095
87 H -3.396 7.563 0.614  C76 1.098
88 H -1.591 7.043 -0.840  C77 1.093
89 H -2.123 5.557 -0.073  C77 1.091
90 H -0.386 5.886 2.486  C79 1.091
91 H 1.152 5.616 1.687  C79 1.094
92 H 0.252 3.499 2.255  C80 1.099
93 H 0.276 3.668 0.487  C80 1.096
94 H -1.464 2.965 -0.533  C82 1.095
95 H -3.050 2.906 0.256  C82 1.091
96 H -1.775 1.775 0.758  C82 1.092
97 C -2.063 2.001 4.044  O98 1.412, H106 1.097, H107 1.092, H108 1.090
98 O -2.996 1.726 5.067  C97 1.412, C99 1.417
99 C -3.852 2.812 5.378  O98 1.417, C100 1.513, H109 1.095, H110 1.098
100 C -5.293 2.377 5.536  C99 1.513, O101 1.418, H111 1.093, H112 1.092
101 O -5.941 1.974 4.341  C100 1.418, C102 1.416
102 C -5.576 0.755 3.721  O101 1.416, C103 1.514, H113 1.092, H114 1.093
103 C -5.977 -0.503 4.461  C102 1.514, O104 1.417, H115 1.098, H116 1.095
104 O -5.216 -0.701 5.639  C103 1.417, C105 1.411
105 C -5.965 -1.124 6.757  O104 1.411, H117 1.095, H118 1.089, H119 1.096
106 H -1.197 2.544 4.442  C97 1.097
107 H -1.724 1.044 3.642  C97 1.092
108 H -2.508 2.578 3.233  C97 1.090
109 H -3.791 3.591 4.610  C99 1.095
110 H -3.521 3.246 6.331  C99 1.098
111 H -5.851 3.257 5.867  C100 1.093
112 H -5.394 1.625 6.321  C100 1.092
113 H -4.515 0.738 3.465  C102 1.092
114 H -6.129 0.752 2.778  C102 1.093
115 H -5.806 -1.359 3.794  C103 1.098
116 H -7.047 -0.459 4.691  C103 1.095
117 H -6.911 -0.579 6.837  C105 1.095
118 H -5.373 -0.916 7.648  C105 1.089
119 H -6.171 -2.199 6.713  C105 1.096

---

Here is 11 unconnected molecules or ions with the total composition C37H68F2N3O13S4 in a non-equilibrium geometry from OMol25. Energies are from ωB97M-V/def2-TZVPD.

Its electronic energy is -4384.57162 hartree. The value obtained for the maximum force is 9.30 eV Å⁻¹. The value obtained for the HOMO-LUMO gap is 7.5 eV. The calculation puts the energy above the lowest of the compared OMol25 structures with the same formula, charge and spin at 2.621 eV. Its net charge is +1.

Last columns: bonded neighbours and bond lengths (Å).
CARTESIAN COORDINATES (ANGSTROEM)
1 C 19.131 -32.289 24.468  C2 1.500, H8 1.008, H9 1.268, H10 1.112
2 C 20.078 -33.378 24.876  C1 1.500, O3 1.322, N4 1.531
3 O 20.115 -33.628 26.173  C2 1.322
4 N 20.890 -34.177 23.853  C2 1.531, H5 1.078, H6 1.061, C7 1.478
5 H 20.251 -34.274 22.991  N4 1.078
6 H 21.583 -33.598 23.297  N4 1.061
7 C 21.659 -35.317 24.395  N4 1.478, H11 1.138, H12 1.002, H13 1.038
8 H 18.842 -32.408 23.510  C1 1.008
9 H 19.601 -31.113 24.416  C1 1.268
10 H 18.160 -32.271 25.010  C1 1.112
11 H 22.456 -35.665 23.660  C7 1.138
12 H 21.071 -36.042 24.758  C7 1.002
13 H 22.244 -34.934 25.163  C7 1.038
14 C 24.383 -29.554 22.469  C15 1.545, H21 1.016, H22 1.052, H23 1.070
15 C 24.195 -29.969 23.945  C14 1.545, O16 1.217, N17 1.503
16 O 25.082 -29.813 24.763  C15 1.217
17 N 22.783 -30.348 24.293  C15 1.503, H18 1.048, H19 1.036, C20 1.467
18 H 22.133 -29.682 23.811  N17 1.048
19 H 22.739 -31.289 23.863  N17 1.036
20 C 22.559 -30.526 25.732  N17 1.467, H24 1.136, H25 1.013, H26 1.157
21 H 24.777 -30.275 21.872  C14 1.016
22 H 25.074 -28.762 22.476  C14 1.052
23 H 23.444 -29.224 22.076  C14 1.070
24 H 22.998 -31.510 26.091  C20 1.136
25 H 21.580 -30.289 25.837  C20 1.013
26 H 23.088 -29.666 26.297  C20 1.157
27 C 23.273 -34.488 19.877  C28 1.554, H34 1.028, H35 1.065, H36 1.332
28 C 22.355 -33.339 19.376  C27 1.554, O29 1.242, N30 1.529
29 O 22.524 -32.980 18.199  C28 1.242
30 N 21.380 -32.706 20.370  C28 1.529, H31 1.066, H32 1.096, C33 1.457
31 H 20.579 -33.358 20.631  N30 1.066
32 H 22.138 -32.641 21.159  N30 1.096
33 C 20.687 -31.466 20.048  N30 1.457, H37 1.248, H38 0.959, H39 0.997
34 H 22.638 -35.068 20.440  C27 1.028
35 H 24.251 -34.335 20.271  C27 1.065
36 H 23.768 -34.897 18.711  C27 1.332
37 H 21.243 -30.405 20.399  C33 1.248
38 H 19.829 -31.314 20.449  C33 0.959
39 H 20.626 -31.678 19.076  C33 0.997
40 O 22.773 -32.622 22.633  H41 0.905
41 H 23.476 -33.001 23.058  O40 0.905
42 O 19.736 -34.343 21.522  H43 0.998
43 H 18.895 -34.821 21.276  O42 0.998
44 F 20.286 -36.354 30.806  C45 1.302
45 C 21.492 -36.344 30.316  F44 1.302, C46 1.503, C50 1.434
46 C 21.808 -35.988 28.890  C45 1.503, C47 1.399, H51 0.998
47 C 23.124 -36.177 28.453  C46 1.399, C48 1.366, H52 1.069
48 C 24.092 -36.568 29.334  C47 1.366, C49 1.376, H53 1.180
49 C 23.901 -36.965 30.637  C48 1.376, C50 1.459, H54 1.136
50 C 22.548 -36.816 31.163  C45 1.434, C49 1.459, H55 1.175
51 H 21.049 -35.628 28.350  C46 0.998
52 H 23.459 -35.954 27.463  C47 1.069
53 H 25.146 -36.599 28.804  C48 1.180
54 H 24.697 -37.547 31.202  C49 1.136
55 H 22.296 -37.068 32.283  C50 1.175
56 F 16.420 -39.831 27.128  C57 1.252
57 C 16.922 -39.048 26.290  F56 1.252, C58 1.341, C62 1.477
58 C 16.147 -38.238 25.554  C57 1.341, C59 1.458, H63 1.195
59 C 16.771 -37.360 24.571  C58 1.458, C60 1.395, H64 1.143
60 C 18.145 -37.211 24.378  C59 1.395, C61 1.399, H65 0.945
61 C 18.897 -38.011 25.246  C60 1.399, C62 1.420, H66 1.121
62 C 18.385 -38.842 26.277  C57 1.477, C61 1.420, H67 1.023
63 H 14.957 -38.199 25.452  C58 1.195
64 H 16.056 -36.907 23.804  C59 1.143
65 H 18.614 -36.770 23.687  C60 0.945
66 H 20.017 -38.037 25.183  C61 1.121
67 H 18.901 -39.388 26.970  C62 1.023
68 C 23.323 -41.328 23.641  C69 1.491, C74 1.554, H75 1.162, H76 1.124
69 C 24.482 -40.509 23.185  C68 1.491, C70 1.442, H77 1.207, H78 0.999
70 C 24.448 -39.271 23.923  C69 1.442, S71 1.688, H79 1.086, H80 1.175
71 S 22.871 -38.676 24.016  C70 1.688, O72 1.458, O73 1.491, C74 1.835
72 O 22.430 -38.018 22.793  S71 1.458
73 O 22.686 -38.003 25.334  S71 1.491
74 C 22.199 -40.379 24.143  C68 1.554, S71 1.835, H81 0.974, H82 1.116
75 H 23.622 -42.067 24.487  C68 1.162
76 H 23.190 -41.801 22.631  C68 1.124
77 H 24.411 -40.270 22.004  C69 1.207
78 H 25.338 -40.952 23.446  C69 0.999
79 H 25.176 -38.674 23.382  C70 1.086
80 H 24.664 -39.281 25.078  C70 1.175
81 H 21.385 -40.461 23.613  C74 0.974
82 H 21.767 -40.495 25.166  C74 1.116
83 C 18.030 -32.209 29.937  C84 1.582, C89 1.580, H90 1.194, H91 1.106
84 C 19.347 -33.071 30.093  C83 1.582, C85 1.441, H92 1.096, H93 1.010
85 C 20.500 -32.371 29.586  C84 1.441, S86 1.755, H94 1.116, H95 0.961
86 S 20.224 -30.638 29.571  C85 1.755, O87 1.451, O88 1.395, C89 1.761
87 O 20.288 -30.162 28.202  S86 1.451
88 O 20.985 -30.022 30.566  S86 1.395
89 C 18.549 -30.727 30.109  C83 1.580, S86 1.761, H96 0.945, H97 1.086
90 H 17.360 -32.363 30.913  C83 1.194
91 H 17.557 -32.329 28.945  C83 1.106
92 H 19.415 -34.066 29.638  C84 1.096
93 H 19.684 -33.304 31.016  C84 1.010
94 H 20.712 -32.755 28.560  C85 1.116
95 H 21.373 -32.291 29.980  C85 0.961
96 H 18.037 -29.988 29.819  C89 0.945
97 H 18.521 -30.686 31.194  C89 1.086
98 C 27.036 -32.933 23.739  C99 1.503, C104 1.485, H105 1.041, H106 1.199
99 C 28.084 -33.327 24.742  C98 1.503, C100 1.411, H107 1.262, H108 1.313
100 C 27.449 -34.035 25.784  C99 1.411, S101 1.669, H109 1.032, H110 1.157
101 S 26.004 -34.665 25.239  C100 1.669, O102 1.431, O103 1.394, C104 1.738
102 O 24.952 -33.938 25.881  S101 1.431
103 O 25.988 -36.044 25.034  S101 1.394
104 C 26.054 -34.042 23.617  C98 1.485, S101 1.738, H111 1.086, H112 1.068
105 H 27.471 -32.498 22.900  C98 1.041
106 H 26.336 -32.055 24.156  C98 1.199
107 H 28.729 -32.290 25.063  C99 1.262
108 H 28.777 -34.343 24.280  C99 1.313
109 H 27.228 -33.489 26.632  C100 1.032
110 H 27.715 -35.125 26.067  C100 1.157
111 H 25.126 -33.551 23.343  C104 1.086
112 H 26.349 -34.956 23.150  C104 1.068
113 C 16.001 -33.672 26.672  C114 1.551, C119 1.491, H120 1.105, H121 1.087
114 C 14.974 -34.503 27.485  C113 1.551, C115 1.370, H122 1.196, H123 1.170
115 C 13.718 -34.258 26.995  C114 1.370, S116 1.734, H124 1.047, H125 1.027
116 S 13.873 -34.279 25.269  C115 1.734, O117 1.445, O118 1.488, C119 1.828
117 O 12.952 -33.361 24.637  S116 1.445
118 O 13.818 -35.681 24.773  S116 1.488
119 C 15.577 -33.619 25.244  C113 1.491, S116 1.828, H126 0.968, H127 1.117
120 H 16.977 -34.174 26.803  C113 1.105
121 H 15.886 -32.738 27.215  C113 1.087
122 H 15.095 -34.412 28.671  C114 1.196
123 H 15.338 -35.586 27.236  C114 1.170
124 H 13.242 -33.382 27.316  C115 1.047
125 H 13.229 -35.098 27.325  C115 1.027
126 H 15.853 -32.733 24.968  C119 0.968
127 H 16.255 -34.372 24.774  C119 1.117